Entry 1:
The following is a quantum chemistry calculation of one molecule with the formula C5H7FOS in a non-equilibrium geometry, from the OMol25 dataset.

ORCA input file:
```
! wB97M-V def2-TZVPD RIJCOSX def2/J DEFGRID3
* xyz 0 1
C 1.66 -0.03 -1.10
C 0.62 -0.63 -0.16
C 0.89 -1.12 1.06
C -1.72 -0.09 -0.25
C -1.47 1.15 0.53
H 2.66 -0.24 -0.71
H 1.54 -0.62 -2.01
H 1.56 1.05 -1.30
H 1.95 -1.07 1.41
H 0.16 -1.59 1.73
H -2.40 1.72 0.61
H -1.04 0.95 1.52
O -0.67 -0.74 -0.75
F -0.48 1.86 -0.20
S -3.26 -0.61 -0.39
*
```

Values from the calculation:
Highest occupied orbital energy   -9.0622 eV
Frontier orbital gap   9.0 eV
ΔE to the lowest compared entry with this formula, charge and spin   99.5 kJ/mol
SMILES   C=C(C)OC(=S)CF

=====

Entry 2:
The following is a quantum chemistry calculation of C5H7FeO5 as an isolated structure, from the OMol25 dataset.

ORCA input file:
```
! wB97M-V def2-TZVPD RIJCOSX def2/J DEFGRID3
* xyz 0 6
O 2.78 1.51 -0.44
C 3.67 0.76 -0.28
O 4.59 0.07 -0.23
O -0.32 1.95 -1.51
C -1.51 1.39 -1.71
C -1.99 0.41 -0.69
O -0.85 -0.40 -0.31
C -0.86 -1.01 0.98
C 0.60 -1.33 1.31
O 1.42 -0.24 1.07
Fe 0.77 0.83 -0.38
H -1.96 1.43 -2.71
H -2.80 -0.22 -1.07
H -2.33 0.91 0.24
H -1.49 -1.91 0.97
H -1.26 -0.28 1.70
H 0.91 -2.21 0.71
H 0.63 -1.65 2.37
*
```

Values from the calculation:
Highest occupied orbital energy (spin up / spin down)   -6.2785 / -9.0338 eV
Frontier orbital gap (spin up / spin down)   6.6 / 9.4 eV
ΔE to the lowest compared entry with this formula, charge and spin   0.0 kJ/mol
<S²>   8.77

=====

Entry 3:
The following is a quantum chemistry calculation of C5H7HgO5 as an isolated structure in a non-equilibrium geometry, from the OMol25 dataset.

ORCA input file:
```
! wB97M-V def2-TZVPD RIJCOSX def2/J DEFGRID3
* xyz 0 2
O -3.83 -0.08 0.07
C -3.19 -1.09 0.36
O -3.27 -1.89 1.29
O -1.99 -2.05 -1.71
C -1.95 -1.40 -0.70
O -0.72 -0.83 -0.43
C -0.56 0.15 0.61
C 0.92 0.42 0.76
O 1.45 0.65 -0.54
C 2.76 1.20 -0.53
Hg 0.66 -0.80 -2.01
H -0.97 -0.24 1.55
H -1.10 1.06 0.32
H 1.43 -0.43 1.21
H 1.05 1.31 1.39
H 3.09 1.27 -1.57
H 2.74 2.19 -0.07
H 3.45 0.54 0.02
*
```

Values from the calculation:
Highest occupied orbital energy (spin up / spin down)   -8.5027 / -8.5880 eV
Frontier orbital gap (spin up / spin down)   8.2 / 5.6 eV
<S²>   0.75

=====

Entry 4:
The following is a quantum chemistry calculation of a 2-piece molecular cluster, C5H7I overall in a non-equilibrium geometry, from the OMol25 dataset.

ORCA input file:
```
! wB97M-V def2-TZVPD RIJCOSX def2/J DEFGRID3
* xyz 0 1
C 0.64 1.88 -0.01
C 0.05 0.83 -0.05
C -2.09 -0.38 0.22
C -0.03 -1.48 -0.39
C -0.67 -0.34 -0.12
I 3.77 0.25 0.05
H 1.38 2.64 -0.21
H -2.41 -1.35 0.15
H -2.26 0.24 1.21
H -2.74 0.18 -0.54
H -0.34 -2.51 -0.65
H 3.62 1.54 0.86
H 1.09 -1.53 -0.53
*
```

Values from the calculation:
Highest occupied orbital energy   -8.9742 eV
Frontier orbital gap   9.6 eV
ΔE to the lowest compared entry with this formula, charge and spin   180.3 kJ/mol
SMILES   C#CC(=C)C.I

=====

Entry 5:
The following is a quantum chemistry calculation of one molecule with the formula C5H7IN2 in a non-equilibrium geometry, from the OMol25 dataset.

ORCA input file:
```
! wB97M-V def2-TZVPD RIJCOSX def2/J DEFGRID3
* xyz 0 1
C -0.07 0.45 -0.93
C 0.71 0.92 0.02
C -1.13 -0.66 0.11
C 1.83 1.86 0.16
C -1.09 -2.12 -0.21
N 0.38 0.39 1.33
N -0.55 -0.37 1.31
I -3.14 0.15 -0.04
H -0.05 0.81 -1.85
H 2.05 2.44 -0.78
H 2.66 1.29 0.58
H 1.54 2.70 0.93
H -0.04 -2.44 -0.32
H -1.65 -2.59 -1.03
H -1.46 -2.84 0.71
*
```

Values from the calculation:
Highest occupied orbital energy   -9.3757 eV
Frontier orbital gap   8.9 eV
ΔE to the lowest compared entry with this formula, charge and spin   317.7 kJ/mol
SMILES   CC1=C[C@](C)(I)N=N1

=====

Entry 6:
The following is a quantum chemistry calculation of one molecule with the formula C5H7IO in a non-equilibrium geometry, from the OMol25 dataset.

ORCA input file:
```
! wB97M-V def2-TZVPD RIJCOSX def2/J DEFGRID3
* xyz 0 1
C 1.70 -1.95 3.17
C -0.81 0.80 -3.21
C 0.96 -0.96 2.64
C -0.85 1.17 -1.90
C -0.69 0.70 0.36
O -1.39 0.60 -0.72
I 1.21 -0.66 0.38
H 2.16 -2.78 2.62
H 1.36 -2.24 4.16
H -0.35 1.43 -3.91
H -1.21 -0.14 -3.62
H -1.25 0.22 1.08
H -0.42 2.10 -1.77
H -0.42 1.70 0.71
*
```

Values from the calculation:
Highest occupied orbital energy   -7.9844 eV
Frontier orbital gap   7.8 eV
ΔE to the lowest compared entry with this formula, charge and spin   454.1 kJ/mol

=====

Entry 7:
The following is a quantum chemistry calculation of a 2-piece molecular cluster, C5H7IS overall in a non-equilibrium geometry, from the OMol25 dataset.

ORCA input file:
```
! wB97M-V def2-TZVPD RIJCOSX def2/J DEFGRID3
* xyz 0 1
C 0.12 2.16 1.12
C -0.27 2.29 -0.15
C 1.28 1.47 1.32
C 1.83 0.97 0.13
C -0.44 -1.90 0.34
S 0.96 1.59 -1.21
I 3.59 -0.18 -0.17
H -0.45 2.67 2.00
H -1.11 2.71 -0.73
H 1.72 1.13 2.28
H -1.25 -2.27 -0.14
H -0.45 -2.35 1.28
H -0.61 -0.82 0.49
H 0.52 -2.25 -0.15
*
```

Values from the calculation:
Highest occupied orbital energy   -8.7165 eV
Frontier orbital gap   9.0 eV
ΔE to the lowest compared entry with this formula, charge and spin   24.2 kJ/mol
SMILES   Ic1cccs1.C

=====

Entry 8:
The following is a quantum chemistry calculation of C5H7KO4 as an isolated structure in a non-equilibrium geometry, from the OMol25 dataset.

ORCA input file:
```
! wB97M-V def2-TZVPD RIJCOSX def2/J DEFGRID3
* xyz 1 2
O -2.24 -0.57 -0.46
K 0.13 -1.52 -0.65
C -3.48 -0.61 -0.62
C -4.37 -1.29 0.36
H -4.16 -0.87 1.36
H -3.93 0.14 -1.29
H -4.38 -2.23 -0.33
H -5.41 -0.94 0.23
C -1.55 -2.32 2.13
C -1.09 -1.09 2.36
O -0.01 -0.68 3.06
C 1.00 -0.11 2.38
O 1.24 -0.32 1.22
O 1.77 0.52 3.23
H -2.60 -2.55 2.01
H -0.91 -3.20 2.27
H 2.68 0.54 2.91
*
```

Values from the calculation:
Highest occupied orbital energy (spin up / spin down)   -12.7752 / -13.3819 eV
Frontier orbital gap (spin up / spin down)   9.6 / 9.2 eV
ΔE to the lowest compared entry with this formula, charge and spin   152.0 kJ/mol
<S²>   0.76